Formula: C40H36Cl5CsN2O3S4Se
Source: the OMol25 dataset
Level of theory: ωB97M-V with the def2-TZVPD basis set

The lowest unoccupied orbital energy (spin up / spin down) is 3.175 / 3.173 eV. For the gap between HOMO and LUMO (spin up / spin down), the calculation gives 5.1 / 3.2 eV. Its HOMO energy (spin up / spin down) is -1.9 / -0.1 eV. As for the charge: -2. As for the energy above the lowest of the compared OMol25 structures with the same formula, charge and spin: 95.67 kJ/mol. Its largest force on an atom is 0.0485 Eh/bohr.

CARTESIAN COORDINATES (ANGSTROEM)
Cs -0.5307 0.5773 0.2540
O 0.3530 -1.5744 1.0050
S 0.0815 -2.8014 1.8133
C 0.2836 -2.2837 3.5509
C 1.6617 -1.8028 3.9996
C 2.2336 -0.5878 3.2519
C 2.0929 0.7549 3.9522
S 0.3609 1.2385 4.2045
O -0.2822 1.1764 2.8574
C 0.6545 2.9958 4.4645
C 1.0666 3.4834 5.6977
C 1.2704 4.8469 5.8440
C 1.0414 5.7011 4.7706
C 0.6108 5.2020 3.5482
C 0.4155 3.8375 3.3882
C 1.5188 -3.8585 1.6773
C 1.4531 -5.1592 2.1603
C 2.5586 -5.9822 2.0244
C 3.7087 -5.5016 1.4064
C 3.7573 -4.2029 0.9254
C 2.6524 -3.3714 1.0518
H -0.0401 -3.1416 4.1478
H -0.4815 -1.5082 3.6445
H 2.3616 -2.6361 3.9025
H 1.5913 -1.5939 5.0741
H 1.7661 -0.5336 2.2713
H 3.3013 -0.7302 3.0631
H 2.5610 1.5361 3.3531
H 2.5470 0.7539 4.9489
H 1.2241 2.8109 6.5331
H 1.5964 5.2427 6.7978
H 1.1890 6.7670 4.8930
H 0.4064 5.8612 2.7129
H 0.0550 3.4345 2.4501
H 0.5414 -5.5270 2.6171
H 2.5208 -7.0016 2.3888
H 4.5697 -6.1496 1.2974
H 4.6505 -3.8066 0.4595
H 2.6748 -2.3582 0.6670
Cl -2.9399 -1.8482 0.2525
C -3.8096 -1.1201 -1.1495
C -3.2114 -1.1390 -2.3767
C -3.9179 -0.5564 -3.3958
Cl -3.1958 -0.5074 -5.0393
C -5.1754 0.0083 -3.2440
Cl -6.0525 0.7071 -4.5708
C -5.7476 0.0049 -1.9697
Cl -7.3180 0.6924 -1.7222
C -5.0561 -0.5616 -0.9006
Cl -5.7788 -0.5680 0.6812
C 3.7784 -1.2972 -1.5687
C 3.7130 0.0327 -0.8625
S 2.8976 1.2933 -1.6268
C 4.3559 0.2122 0.3838
C 4.1920 1.5531 1.0554
S 5.3238 -0.9485 1.1520
H 2.7686 -1.7009 -1.6746
H 4.4019 -2.0168 -1.0429
H 4.1631 -1.1560 -2.5811
H 4.6028 2.3506 0.4316
H 4.6943 1.5487 2.0233
H 3.1351 1.8072 1.1754
Se -0.1689 -1.2106 -2.8918
N 0.2204 -2.5343 -1.8131
C 0.8688 -3.4455 -2.5441
C 1.3592 -4.6884 -2.0420
C 2.0177 -5.5285 -2.8819
C 2.2254 -5.1931 -4.2560
C 1.7704 -4.0202 -4.7712
C 1.0842 -3.1043 -3.9181
N 0.6260 -1.9115 -4.2996
H 1.2031 -4.9346 -1.0002
H 2.4015 -6.4708 -2.5080
H 2.7578 -5.8897 -4.8934
H 1.9235 -3.7544 -5.8093
C -2.8106 3.8040 2.1824
C -2.1002 3.8104 0.8427
O -1.8803 2.6768 0.3043
C -1.7077 5.0398 0.2489
C -0.9586 5.0640 -0.9667
C -0.5460 6.2440 -1.5309
C -0.8458 7.4850 -0.9480
C -1.5897 7.4856 0.2355
C -2.0116 6.3128 0.8214
H -2.7786 2.7894 2.5774
H -3.8630 4.0976 2.0889
H -2.3603 4.4831 2.9129
H -0.7137 4.1164 -1.4293
H 0.0317 6.2103 -2.4492
H -0.5179 8.4104 -1.4046
H -1.8502 8.4297 0.7065
H -2.5941 6.3642 1.7341